DFT (ωB97M-V/def2-TZVPD) results for a molecular structure, C11H22FI2O10P3S at a distorted geometry.

Positions of all 50 atoms, in Å:
C (1.183, 0.139, -3.219)
P (2.778, 1.094, -3.116)
O (2.306, 2.566, -2.443)
C (4.004, 0.247, -1.946)
C (3.579, -0.919, -1.022)
P (2.829, -2.478, -1.780)
O (1.213, -2.359, -1.310)
I (3.654, -4.472, -0.635)
O (4.870, -1.272, -0.421)
C (5.511, -0.079, -0.137)
O (6.433, -0.051, 0.560)
C (4.777, 1.109, -0.894)
I (3.603, 2.025, 0.697)
S (5.809, 2.477, -1.506)
O (6.379, 2.171, -2.775)
O (6.809, 2.814, -0.557)
F (4.814, 3.716, -1.675)
H (0.704, 0.023, -2.225)
H (1.330, -0.870, -3.643)
H (0.495, 0.762, -3.823)
H (1.733, 2.391, -1.675)
H (4.814, -0.114, -2.615)
H (2.984, -0.671, -0.109)
H (1.109, -1.538, -0.796)
O (-1.494, -0.273, 0.983)
P (-2.971, -0.329, 1.270)
O (-3.583, 0.095, -0.194)
C (-3.570, -0.878, -1.236)
C (-4.521, -2.031, -0.964)
O (-3.118, 1.109, 2.068)
C (-1.955, 1.779, 2.552)
C (-1.367, 2.697, 1.497)
O (-4.507, -0.716, 1.827)
C (-4.567, -1.761, 2.818)
C (-3.757, -1.432, 4.058)
H (-2.549, -1.247, -1.382)
H (-3.872, -0.366, -2.150)
H (-4.179, -2.627, -0.112)
H (-4.584, -2.693, -1.829)
H (-5.518, -1.663, -0.724)
H (-1.220, 1.053, 2.901)
H (-2.251, 2.364, 3.424)
H (-1.335, 2.237, 0.510)
H (-0.356, 3.001, 1.776)
H (-1.979, 3.596, 1.396)
H (-4.216, -2.696, 2.373)
H (-5.616, -1.891, 3.083)
H (-2.690, -1.335, 3.825)
H (-3.865, -2.220, 4.804)
H (-4.079, -0.485, 4.491)

Values from the calculation:
- orbital gap (Ha) = 0.29548
- M (g/mol) = 712.08
- LUMO level (Ha) = -0.03814